No. 1
An isolated molecule of C4H8O2, computed with ωB97M-V with the def2-TZVPD basis set.

Computed properties:
LUMO: 1.08 eV
Net charge: 0
Frontier orbital gap: 10.961 eV
Structure (SMILES): C[C@H]1COCO1
DFT total energy: -307.6659 Eh

CARTESIAN COORDINATES (ANGSTROEM)
C 0.9252 0.8743 -1.3078
C 0.3916 0.3723 0.0176
C -1.1384 0.3536 0.1482
O -1.4189 -0.8204 0.8951
C -0.1896 -1.4688 1.1366
O 0.7191 -1.0008 0.1842
H 0.6569 1.9257 -1.4573
H 2.0155 0.7937 -1.3453
H 0.5067 0.2872 -2.1312
H 0.8273 0.9509 0.8487
H -1.5242 1.2370 0.6695
H -1.6236 0.2838 -0.8341
H 0.1588 -1.2387 2.1588
H -0.3063 -2.5499 1.0170

---

No. 2
C4H3NO2 as an isolated structure, computed with ωB97M-V with the def2-TZVPD basis set.

Computed properties:
LUMO: 0.86 eV
Net charge: 0
Frontier orbital gap: 10.126 eV
DFT total energy: -359.3282 Eh

CARTESIAN COORDINATES (ANGSTROEM)
O -2.4433 1.0150 2.1449
C -1.8415 0.9687 1.1596
C -0.2702 -0.1235 0.7447
N -0.2823 0.4284 -0.4463
C 0.7642 -0.0804 -1.1891
C 1.4006 -0.9605 -0.3881
O 0.7558 -0.9894 0.8210
H -1.3197 1.1296 -0.1319
H 0.9744 0.2143 -2.2061
H 2.2621 -1.6021 -0.5087

---

No. 3
C31H49BN7O2PSTa as an isolated structure, computed with ωB97M-V with the def2-TZVPD basis set.

Computed properties:
LUMO: -9.91 eV
Net charge: +3
Frontier orbital gap: 6.932 eV
DFT total energy: -2565.1572 Eh

CARTESIAN COORDINATES (ANGSTROEM)
Ta 0.6011 0.8120 1.2786
N 4.5361 0.1075 2.3488
C 4.9212 0.0416 1.0066
C 6.1652 -0.1164 0.4053
C 6.1757 -0.1312 -0.9723
C 4.9960 0.0080 -1.7285
C 3.7664 0.1641 -1.1268
C 3.7517 0.1757 0.2650
N 2.6832 0.3188 1.1642
C 3.2154 0.2729 2.3944
C 2.3649 0.3814 3.5842
C 2.6879 0.3013 4.8974
S 1.2904 0.4685 5.8691
C 0.3289 0.6120 4.5078
N 0.9936 0.5657 3.3627
H 5.1621 0.0432 3.1385
H 7.0731 -0.2205 0.9838
H 7.1162 -0.2508 -1.4922
H 5.0662 -0.0079 -2.8075
H 2.8581 0.2780 -1.7046
H 3.6535 0.1480 5.3545
H -0.7425 0.7501 4.5584
N -0.7708 -0.1578 0.7766
P -1.7131 -1.3541 0.0146
N -1.4157 -2.7178 0.8269
C -1.2067 -4.0395 0.2147
C 0.1794 -4.5680 0.5661
C 0.4085 -4.5676 2.0788
C 0.1323 -3.1855 2.6748
C -1.2693 -2.7254 2.2963
N -1.1569 -1.3923 -1.5021
C 0.2915 -1.2083 -1.7193
C 0.6905 -1.6571 -3.1195
C 0.0401 -3.0125 -3.4211
C -1.4933 -2.8761 -3.4569
C -1.9770 -1.6341 -2.7065
N -3.2708 -0.9432 0.0314
C -3.6811 0.3640 -0.5251
C -4.9859 0.2355 -1.3032
C -6.0683 -0.4154 -0.4450
C -5.5856 -1.7584 0.0968
C -4.2926 -1.5916 0.8826
H -1.3375 -3.9542 -0.8633
H -1.9773 -4.7134 0.5993
H 0.9418 -3.9503 0.0784
H 0.2776 -5.5791 0.1704
H 1.4259 -4.8879 2.3022
H -0.2613 -5.2932 2.5485
H 0.8580 -2.4555 2.2895
H 0.2224 -3.2213 3.7630
H -1.4870 -1.7281 2.6816
H -2.0130 -3.4103 2.7123
H 0.8444 -1.7931 -0.9688
H 0.5684 -0.1481 -1.5667
H 1.7778 -1.7239 -3.1671
H 0.3751 -0.9191 -3.8585
H 0.3459 -3.7221 -2.6470
H 0.4043 -3.4044 -4.3681
H -1.9665 -3.7671 -3.0422
H -1.8415 -2.7928 -4.4872
H -3.0127 -1.7540 -2.3933
H -1.9239 -0.7471 -3.3397
H -2.8795 0.7368 -1.1680
H -3.8090 1.0715 0.3012
H -4.8212 -0.3604 -2.2044
H -5.2979 1.2301 -1.6235
H -6.9754 -0.5509 -1.0325
H -6.3252 0.2448 0.3891
H -5.4173 -2.4559 -0.7283
H -6.3355 -2.1999 0.7537
H -3.9119 -2.5551 1.2177
H -4.4739 -0.9660 1.7631
C -0.6990 5.8229 -0.8981
C 0.2102 5.0085 -0.0045
C 0.8613 5.8737 1.0579
O -0.6208 4.0141 0.7206
B 0.1329 2.9350 0.8219
O 1.3238 2.8808 0.1291
C 1.2231 4.1108 -0.7887
C 0.6840 3.5805 -2.1032
C 2.6032 4.6950 -0.9368
H -1.3673 6.4195 -0.2798
H -1.3010 5.1996 -1.5558
H -0.1061 6.5070 -1.5076
H 0.0826 6.3257 1.6697
H 1.4339 6.6783 0.5971
H 1.5253 5.3017 1.7077
H -0.3115 3.1478 -1.9856
H 1.3624 2.8190 -2.4906
H 0.6282 4.3806 -2.8401
H 3.0632 4.9170 0.0231
H 2.5306 5.6233 -1.5061
H 3.2474 4.0119 -1.4898

---

No. 4
A 8-piece molecular cluster, C40H48O2S2 overall, computed with ωB97M-V with the def2-TZVPD basis set.

Computed properties:
LUMO (spin up / spin down): 2.35 / 2.33 eV
Net charge: -1
Frontier orbital gap (spin up / spin down): 1.903 / 8.821 eV
Spin multiplicity: 2
DFT total energy: -2499.6199 Eh

CARTESIAN COORDINATES (ANGSTROEM)
C 1.0776 -1.4280 0.6239
S -0.2113 -0.1742 0.1888
O 0.7097 1.0242 -0.1139
C -0.6480 -0.8794 -1.4782
H 1.9228 -1.1196 0.0085
H 0.7549 -2.4336 0.3541
H 1.4262 -1.2476 1.6408
H -0.9382 -0.0401 -2.1103
H -1.5594 -1.4762 -1.4440
H 0.1007 -1.5050 -1.9643
C 4.8115 -0.4842 0.1453
S 6.3246 -0.6226 -0.9867
O 6.8940 -2.0321 -0.7503
C 5.3673 -0.7411 -2.5507
H 4.2488 -1.4160 0.0875
H 4.1309 0.3671 0.1522
H 5.0867 -0.4947 1.2000
H 4.5844 -0.0003 -2.7130
H 4.8626 -1.7065 -2.5124
H 6.0387 -0.5953 -3.3969
C -1.7723 1.5925 -5.3026
C -2.6629 0.5635 -5.4513
C -3.4849 0.2498 -4.3756
C -3.3976 0.9303 -3.1716
C -2.5471 1.9633 -2.9971
C -1.7955 2.2499 -4.0442
H -0.9746 1.9007 -5.9623
H -2.7674 0.0299 -6.3844
H -4.1924 -0.5630 -4.3035
H -3.9658 0.6239 -2.3057
H -2.7816 2.6241 -2.1756
H -1.1084 3.0658 -3.8753
C -6.2034 -3.6984 -2.3789
C -5.0332 -3.3210 -1.7106
C -4.9497 -2.0903 -1.1061
C -5.9491 -1.1168 -1.3161
C -7.0718 -1.4397 -2.1061
C -7.1532 -2.7687 -2.6808
H -6.0991 -4.6656 -2.8481
H -4.4326 -4.2126 -1.6065
H -4.0957 -1.8694 -0.4829
H -5.8910 -0.1295 -0.8824
H -7.8614 -0.7165 -2.2467
H -8.0783 -3.0240 -3.1761
C 1.4281 2.9754 5.5761
C 0.4538 2.0045 5.3079
C 0.3140 1.3261 4.0724
C 1.3003 1.5662 3.1105
C 2.3489 2.5609 3.3110
C 2.3158 3.2716 4.5980
H 1.4719 3.4491 6.5456
H -0.2686 1.6934 6.0480
H -0.3814 0.5018 4.0141
H 1.3722 0.8614 2.2954
H 3.1262 2.6435 2.5657
H 3.0387 3.9731 4.9875
C 4.5081 -1.2413 4.7631
C 3.3177 -1.2751 5.4008
C 2.2925 -1.9899 4.8721
C 2.4323 -2.5985 3.6517
C 3.6036 -2.5332 2.9836
C 4.6840 -1.8600 3.4721
H 5.3323 -0.7877 5.2935
H 3.1188 -0.6396 6.2510
H 1.2884 -1.8821 5.2548
H 1.6061 -3.1039 3.1738
H 3.7305 -2.9871 2.0119
H 5.6106 -1.7361 2.9313
C 1.9963 0.3014 -4.0200
C 1.5543 1.4662 -3.4241
C 2.3236 2.5970 -3.6771
C 3.4355 2.5720 -4.5048
C 3.6736 1.4157 -5.2611
C 2.9700 0.2602 -4.9267
H 1.5295 -0.6449 -3.7899
H 0.7057 1.3985 -2.7595
H 2.1177 3.4995 -3.1208
H 3.9188 3.4751 -4.8472
H 4.3755 1.3724 -6.0808
H 3.2075 -0.6332 -5.4849
C -3.8032 1.7954 4.0153
C -3.5845 0.4861 4.5568
C -3.0572 -0.4154 3.6308
C -3.0061 -0.2066 2.2527
C -3.3735 1.0247 1.7403
C -3.7130 2.0569 2.6252
H -3.9433 2.5547 4.7705
H -3.6231 0.3762 5.6305
H -2.8129 -1.4063 3.9841
H -2.5767 -0.9961 1.6537
H -3.3041 1.1776 0.6734
H -3.7707 3.1075 2.3816

---

No. 5
C38H44AsBCl5F6N7O3Ti as an isolated structure, computed with ωB97M-V with the def2-TZVPD basis set.

Computed properties:
LUMO (spin up / spin down): 1.76 / 1.76 eV
Net charge: -1
Frontier orbital gap (spin up / spin down): 7.313 / 7.840 eV
Spin multiplicity: 2
DFT total energy: -8094.2075 Eh

CARTESIAN COORDINATES (ANGSTROEM)
Ti 0.0450 -0.1328 0.3856
C 4.0349 2.6423 -1.5614
C 3.3586 1.3494 -1.2751
C 3.8621 0.0878 -1.5098
C 2.9380 -0.8081 -0.9692
N 1.9184 -0.1053 -0.4470
N 2.1785 1.2052 -0.6405
B 1.1870 2.3543 -0.3990
N -0.0785 2.1685 -1.2500
N -0.9536 1.1614 -1.0600
C -1.9174 1.2949 -1.9846
C -1.6553 2.4477 -2.7391
C -0.4740 2.9644 -2.2562
C 0.2885 4.1497 -2.7318
C -3.1387 0.4536 -2.2984
C -3.2651 -0.8496 -1.5106
C -4.3810 1.3188 -2.0314
C -3.0904 0.0935 -3.7946
N 0.7148 2.5374 1.0461
N 0.1542 1.5733 1.8098
C -0.1651 2.1389 2.9832
C 0.1591 3.4997 2.9368
C 0.7199 3.7142 1.7013
C 1.2427 5.0062 1.1853
C -0.7856 1.5463 4.2245
C -0.0866 2.1341 5.4617
C -0.6581 0.0296 4.3074
C -2.2694 1.9494 4.2317
C 3.1816 -2.3011 -0.9209
C 2.7472 -2.9738 -2.2379
C 2.4541 -2.9368 0.2593
C 4.6848 -2.5516 -0.7203
H 5.0101 2.4397 -1.9964
H 3.4613 3.2575 -2.2509
H 4.1724 3.1964 -0.6344
H 4.7986 -0.1431 -1.9722
H 1.7209 3.3463 -0.7295
H -2.2465 2.8536 -3.5347
H -0.2273 4.6110 -3.5693
H 0.4153 4.8895 -1.9435
H 1.2772 3.8334 -3.0553
H -2.8151 -0.7464 -0.5329
H -4.3125 -1.1224 -1.3912
H -2.7688 -1.6650 -2.0282
H -4.4904 1.5101 -0.9678
H -4.3117 2.2709 -2.5506
H -5.2664 0.7995 -2.3887
H -2.1339 -0.3590 -4.0419
H -3.8822 -0.6162 -4.0269
H -3.2253 0.9676 -4.4245
H 0.0059 4.2441 3.6905
H 1.1013 5.7679 1.9492
H 2.3029 4.9264 0.9535
H 0.7095 5.3071 0.2846
H 0.9841 1.9703 5.3873
H -0.2737 3.1982 5.5728
H -0.4513 1.6346 6.3565
H 0.3617 -0.2838 4.0953
H -0.9183 -0.3100 5.3099
H -1.3358 -0.4408 3.6090
H -2.3714 3.0335 4.2387
H -2.7739 1.5706 3.3461
H -2.7630 1.5508 5.1160
H 1.7197 -3.3200 -2.1855
H 2.8316 -2.2866 -3.0772
H 3.3769 -3.8388 -2.4371
H 1.3890 -2.7347 0.1911
H 2.6120 -4.0149 0.2600
H 2.8445 -2.5329 1.1951
H 5.2510 -2.3034 -1.6118
H 5.0624 -1.9694 0.1145
H 4.8420 -3.6041 -0.4959
Cl -4.8112 -4.1498 4.2750
C -3.8725 -3.0593 3.3445
C -2.5053 -3.2946 3.1392
Cl -1.7569 -4.6737 3.8210
C -1.7640 -2.3945 2.4087
Cl -0.0825 -2.4875 2.1703
C -2.3326 -1.2317 1.8112
O -1.5994 -0.4283 1.1256
C -3.7086 -1.0131 2.0645
Cl -4.4041 0.4446 1.4845
C -4.4559 -1.9088 2.8061
Cl -6.1215 -1.6097 3.0774
F 1.8878 -0.4091 2.1287
As 3.4467 0.2246 2.8161
F 2.6212 0.5999 4.3026
F 4.9559 0.8024 3.5234
F 3.7483 -1.4090 3.3878
F 4.3047 -0.1313 1.3515
F 3.0846 1.8151 2.1814
O -1.1636 -3.3621 -0.0910
C -0.7758 -2.7529 -1.1057
N -0.2184 -1.5034 -1.1426
C 0.0955 -1.1439 -2.4314
O 0.6371 -0.0752 -2.7818
C -0.2838 -2.2315 -3.2977
C -0.1904 -2.4299 -4.6709
C -0.6335 -3.6263 -5.1896
C -1.1537 -4.6365 -4.3583
C -1.2558 -4.4620 -2.9970
C -0.8270 -3.2561 -2.4584
H 0.2245 -1.6582 -5.3025
H -0.5865 -3.8027 -6.2539
H -1.4802 -5.5640 -4.8054
H -1.6534 -5.2336 -2.3549

---

No. 6
C7H15NO as an isolated structure, computed with ωB97M-V with the def2-TZVPD basis set.

Computed properties:
LUMO: 1.04 eV
Net charge: 0
Frontier orbital gap: 8.988 eV
DFT total energy: -405.5647 Eh

CARTESIAN COORDINATES (ANGSTROEM)
C -0.5598 0.4304 0.6207
C 1.3831 0.5313 0.8972
C -0.1108 -1.1637 -1.1477
C 1.9258 -0.8013 1.3455
C 2.1789 1.2161 -0.1861
N -0.6157 0.1341 -0.7086
C -2.4368 0.2043 -1.0721
C -3.3797 -0.5683 -0.5529
O -1.0099 1.6809 0.9658
H -1.0757 2.1626 0.1251
H -0.8986 -0.3109 1.3476
H 1.2808 1.1999 1.7548
H -2.6475 0.9030 -1.8808
H -0.6653 -1.4892 -2.0307
H -0.2343 -1.9402 -0.3846
H 0.9359 -1.0857 -1.4432
H 2.0821 -1.4917 0.5133
H 2.9007 -0.6774 1.8398
H 1.2689 -1.2773 2.0797
H 3.1996 1.4352 0.1609
H 2.2920 0.5906 -1.0754
H 1.7236 2.1632 -0.4843
H -3.1343 -1.2678 0.2463
H -4.4029 -0.5779 -0.9303

---

No. 7
A 2-piece molecular cluster, C5H11NO overall, computed with ωB97M-V with the def2-TZVPD basis set.

Computed properties:
LUMO: 0.47 eV
Net charge: 0
Frontier orbital gap: 10.005 eV
Structure (SMILES): [H]/N=C(/C)C(=C)C.O
DFT total energy: -327.0340 Eh

CARTESIAN COORDINATES (ANGSTROEM)
C -0.9930 0.2615 -0.6774
C -1.2844 1.6025 -0.1124
C -1.1646 -1.9674 0.3237
C 0.5513 -0.4048 1.3223
C -0.4658 -0.7529 0.2492
N -1.3682 0.1345 -1.8367
O 1.9513 0.6844 -1.0872
H -0.5404 1.8961 0.6702
H -2.2820 1.5006 0.2178
H -1.3105 2.3426 -0.9162
H 2.7142 0.1400 -1.3545
H -1.9991 -2.0934 -0.2804
H -1.1685 -2.6369 1.1655
H 0.0356 -0.3122 2.3341
H 1.3028 -1.1848 1.4177
H 1.1260 0.3982 1.0103
H -1.2452 -0.8317 -2.1389
H 1.3351 0.0774 -0.7785

---

No. 8
C33H35F5HgN8O2S as an isolated structure, computed with ωB97M-V with the def2-TZVPD basis set.

Computed properties:
LUMO (spin up / spin down): 2.32 / 2.32 eV
Net charge: -1
Frontier orbital gap (spin up / spin down): 5.974 / 5.979 eV
Spin multiplicity: 2
DFT total energy: -2917.9462 Eh

CARTESIAN COORDINATES (ANGSTROEM)
Hg 0.3034 -0.6475 0.7043
C 0.8507 0.8049 -4.4372
N 1.0800 -0.3956 -3.6583
C 1.4648 -1.5788 -4.4195
C 1.2723 -2.6981 -3.4104
N 0.2162 -2.1536 -2.5885
C -0.2597 -2.9063 -1.4464
C 0.3021 -0.7889 -2.5682
N -0.2477 -0.0969 -1.6356
C -0.3450 1.3623 -1.6646
C -1.4592 1.8554 -0.7346
N -1.0156 1.9963 0.6400
C -1.7272 2.6307 1.4978
N -1.2658 3.0106 2.7373
C -0.0586 2.4935 3.3452
C -2.3494 3.4475 3.5855
C -3.3709 3.8951 2.5575
N -3.0624 3.0372 1.4263
C -3.8061 3.2968 0.2143
H 1.4185 0.7080 -5.3622
H 1.2075 1.6972 -3.9280
H -0.2035 0.9394 -4.7030
H 2.4957 -1.4907 -4.7652
H 0.8094 -1.7145 -5.2906
H 2.1786 -2.8733 -2.8208
H 0.9614 -3.6359 -3.8717
H -0.4607 -3.9294 -1.7666
H -1.1923 -2.4756 -1.0877
H 0.4737 -2.9327 -0.6366
H -0.6010 1.7271 -2.6580
H 0.6007 1.8327 -1.3661
H -2.2720 1.1222 -0.8136
H -1.8202 2.8048 -1.1399
H 0.7618 2.5425 2.6381
H -0.1854 1.4720 3.7084
H 0.2022 3.1453 4.1796
H -2.0243 4.2606 4.2356
H -2.7304 2.6299 4.2118
H -3.2333 4.9556 2.3015
H -4.4025 3.7459 2.8785
H -4.8101 3.6030 0.5090
H -3.9029 2.4031 -0.3968
H -3.3753 4.1030 -0.3918
O 3.1812 1.9494 2.0433
C 3.3686 1.0605 1.2405
N 4.6162 0.7371 0.7299
C 4.5798 -0.4924 -0.0272
C 3.0493 -0.6297 -0.1650
O 2.4854 -1.4549 -0.8782
N 2.4149 0.2466 0.6391
C 5.1357 -1.6840 0.7778
C 6.2055 -1.4890 1.6458
C 6.7194 -2.5431 2.3852
C 6.1576 -3.8071 2.2774
C 5.0912 -4.0075 1.4158
C 4.5928 -2.9579 0.6583
C 5.2971 -0.3967 -1.3709
C 5.0004 -1.2787 -2.4071
C 5.6898 -1.2100 -3.6085
C 6.6925 -0.2676 -3.7933
C 6.9997 0.6063 -2.7617
C 6.3059 0.5402 -1.5606
H 5.4198 1.0465 1.2459
H 6.6537 -0.5091 1.7610
H 7.5454 -2.3686 3.0638
H 6.5329 -4.6245 2.8797
H 4.6134 -4.9760 1.3550
H 3.7342 -3.1205 0.0239
H 4.2201 -2.0110 -2.2645
H 5.4430 -1.9019 -4.4053
H 7.2299 -0.2156 -4.7321
H 7.7794 1.3470 -2.8900
H 6.5483 1.2400 -0.7714
F 0.8331 -6.0835 3.6240
C 0.5421 -4.9992 2.8073
C -0.3848 -5.3073 1.7084
F -0.3665 -6.4675 1.0403
C -1.2036 -4.2538 1.4371
F -2.0384 -4.1901 0.3833
C -0.9601 -3.1895 2.3198
S -1.4532 -1.5526 2.0938
C 0.1201 -3.6230 3.2551
F -0.0634 -3.2431 4.5762
C 1.4995 -3.8515 2.7686
F 1.7141 -3.3258 1.4423

---

No. 9
C16H34CuO3P2S as an isolated structure, computed with ωB97M-V with the def2-TZVPD basis set.

Computed properties:
LUMO (spin up / spin down): -0.29 / -2.94 eV
Net charge: 0
Frontier orbital gap (spin up / spin down): 7.799 / 5.140 eV
Spin multiplicity: 2
DFT total energy: -3576.8630 Eh

CARTESIAN COORDINATES (ANGSTROEM)
P -1.0089 0.4632 -1.5577
P 1.6876 -0.8735 -1.1861
C 0.3582 1.1614 -2.6166
C 1.3893 0.0834 -2.9251
H 0.7794 1.9525 -1.9827
H -0.1059 1.6338 -3.4858
H 1.1069 -0.5198 -3.8042
H 2.3639 0.5449 -3.1333
C 3.0039 0.3011 -0.7684
H 3.4764 0.0386 0.1913
H 2.6398 1.3482 -0.7105
H 3.7607 0.1797 -1.5794
C 2.7256 -2.3485 -1.4340
H 3.7181 -2.0280 -1.7646
H 2.3635 -3.1012 -2.1458
H 2.7705 -2.8237 -0.4396
C -1.9371 2.1194 -1.4807
H -2.9517 1.9423 -1.0896
H -2.0066 2.5490 -2.4972
H -1.4575 2.8622 -0.8232
C -2.2814 -0.2849 -2.6376
H -1.8821 -1.1828 -3.1105
H -2.6555 0.4252 -3.3742
H -3.0945 -0.5647 -1.9572
Cu 0.1085 -1.7047 -2.1591
C 0.8277 2.2575 1.4607
C 0.2333 3.4182 1.1268
C -0.7617 4.1051 2.0479
C -1.8499 3.1722 2.6383
C -2.5030 2.2376 1.6740
C -2.2069 0.9755 1.4128
C -0.9727 0.2289 1.7545
C 0.3087 1.0533 2.2458
C -1.0927 -3.0566 -1.7152
H 1.8746 2.1260 1.0982
H 0.4760 4.0068 0.2301
H -1.1745 5.0152 1.5432
H -0.1387 4.4246 2.9037
H -1.4601 2.6327 3.5107
H -2.6373 3.8392 3.0142
H -3.3514 2.6857 1.1399
H -2.8748 0.3749 0.7786
H -0.6867 -0.3948 0.8759
H -1.1383 -0.5712 2.5000
H 0.1755 1.3037 3.3181
H 1.0963 0.2737 2.1357
H -1.2995 -3.6964 -2.6006
H -1.9412 -2.3831 -1.4849
H -0.5968 -3.5659 -0.8481
C 1.9308 -4.3372 2.4903
S 0.2587 -3.8612 1.9784
O -0.3099 -5.0658 1.3474
O -0.4647 -3.3674 3.1585
O 0.6245 -2.7797 1.0272
H 1.9595 -5.2320 3.1373
H 2.3520 -3.4760 3.0137
H 2.4720 -4.5168 1.5589

---

> Which formula does entry 5 have?

C38H44AsBCl5F6N7O3Ti